Here is a molecular structure, C25H29N3O4 in a non-equilibrium geometry from the OMol25 dataset. Energies are from ωB97M-V/def2-TZVPD.

LUMO energy, Eh: -0.0056
Energy, eV: -39034.859

Atoms and positions in Å:
C  -3.87  -4.04  -0.77
C  -3.70  -2.64  -0.36
C  -2.65  -1.70  -0.73
C  -2.67  -0.53  -0.24
C  -3.70  -0.16  0.47
C  -4.83  -0.92  1.01
C  -4.93  -2.26  0.65
H  -5.69  -2.74  0.65
H  -5.61  -0.43  1.50
C  -3.66  1.37  1.13
H  -3.23  2.28  0.49
H  -4.81  1.88  1.20
H  -3.16  1.24  1.99
C  -1.55  0.40  -0.61
C  -0.63  0.77  0.06
C  -0.56  0.50  1.73
O  -1.24  -0.13  2.43
C  0.89  0.95  2.05
O  1.57  1.03  2.99
N  1.45  1.53  0.95
C  2.81  1.90  0.64
C  3.61  0.94  0.21
H  4.70  1.40  -0.08
C  3.84  -0.39  1.09
N  3.37  -1.50  0.13
C  2.01  -1.74  0.32
H  1.53  -1.66  1.30
C  1.58  -3.05  0.00
O  2.01  -3.68  -1.08
C  3.53  -3.58  -1.08
C  3.95  -1.99  -0.94
H  5.00  -2.08  -0.94
H  3.65  -1.43  -1.71
H  3.84  -4.01  -2.15
H  3.87  -4.26  -0.36
H  0.50  -3.11  -0.03
H  1.92  -3.85  0.67
H  1.49  -1.10  -0.19
H  3.42  -0.25  1.90
H  4.86  -0.49  1.18
H  3.37  0.51  -0.75
H  3.07  2.16  1.99
H  2.80  2.80  0.19
C  0.53  1.42  -0.26
C  0.07  3.05  -0.65
C  0.29  3.42  -1.89
N  -0.17  4.60  -2.14
C  -0.48  5.37  -1.16
C  -0.59  5.22  0.03
C  -0.35  3.91  0.49
H  -0.18  3.55  1.42
H  -0.90  5.86  0.85
H  -0.73  6.57  -1.60
H  0.48  2.78  -2.62
H  1.14  1.06  -1.07
O  -1.39  0.60  -1.77
H  -2.17  0.01  -2.53
H  -2.10  -2.16  -1.30
H  -4.89  -4.18  -1.21
H  -3.56  -4.75  0.26
H  -3.13  -4.29  -1.73

---

Here is a molecular structure, C26H39BrI2N5O4PS2 in a non-equilibrium geometry from the OMol25 dataset. Energies are from ωB97M-V/def2-TZVPD.

LUMO energy, Eh: -0.0412
Energy, eV: -160426.367

Atoms and positions in Å:
C  -0.94  -4.45  0.59
O  -1.79  -5.16  1.54
C  -1.77  -4.49  2.83
C  -3.11  -3.59  3.07
C  -2.73  -2.56  4.25
C  -3.87  -1.47  4.58
C  -3.37  0.05  4.52
C  -2.42  0.40  3.28
C  -3.04  0.33  1.86
S  -4.80  -0.18  1.59
C  -2.17  0.70  0.59
C  -0.68  1.09  0.67
C  -0.06  1.13  2.13
P  1.76  1.59  2.48
N  2.75  0.95  1.11
O  1.94  3.32  2.56
C  -0.90  0.80  3.41
C  -0.33  0.87  4.90
C  -0.26  -0.54  5.66
C  0.73  -1.61  4.95
O  2.11  -1.42  5.35
N  0.22  1.48  -0.42
I  0.24  3.59  -0.35
C  -0.24  1.17  -1.77
C  0.85  1.27  -2.90
C  2.39  1.65  -2.57
C  3.18  0.21  -2.57
C  4.53  0.23  -3.42
O  4.50  -0.66  -4.60
C  0.52  1.02  -4.42
C  1.62  1.17  -5.59
C  1.59  2.73  -6.13
N  0.64  3.57  -5.34
N  2.95  3.39  -5.98
N  1.25  2.83  -7.58
C  -0.92  0.62  -4.84
I  -1.51  0.26  -6.91
C  -1.99  0.50  -3.73
Br  -3.83  -0.02  -4.27
C  -1.66  0.79  -2.24
S  -3.03  0.63  -1.03
H  -0.83  -3.34  0.84
H  -1.43  -4.56  -0.45
H  0.13  -4.88  0.54
H  -0.85  -3.81  2.97
H  -1.70  -5.27  3.68
H  -3.37  -2.98  2.12
H  -3.94  -4.33  3.34
H  -1.70  -2.13  3.99
H  -2.56  -3.21  5.20
H  -4.19  -1.66  5.67
H  -4.77  -1.71  3.93
H  -2.90  0.35  5.52
H  -4.30  0.73  4.41
H  -4.76  -0.98  0.43
H  2.18  0.13  0.79
H  3.59  0.53  1.54
H  2.93  3.42  2.56
H  -1.06  1.53  5.50
H  0.69  1.37  4.99
H  -1.30  -0.98  5.90
H  0.22  -0.33  6.69
H  0.58  -1.68  3.82
H  0.41  -2.65  5.36
H  2.17  -0.57  5.85
H  2.86  2.28  -3.40
H  2.52  2.14  -1.55
H  3.39  -0.07  -1.47
H  2.48  -0.62  -2.96
H  5.46  -0.11  -2.83
H  4.76  1.27  -3.84
H  3.82  -1.35  -4.46
H  2.68  1.01  -5.21
H  1.45  0.43  -6.45
H  0.95  4.55  -5.48
H  -0.30  3.52  -5.75
H  3.05  3.66  -4.99
H  3.69  2.74  -6.27
H  0.47  3.47  -7.76
H  1.12  1.91  -8.01

---

Here is 2 unconnected molecules or ions with the total composition C3H6O2S in a non-equilibrium geometry from the OMol25 dataset. Energies are from ωB97M-V/def2-TZVPD.

LUMO energy, Eh: 0.0276
Energy, eV: -18137.224

Atoms and positions in Å:
C  2.65  1.01  -0.04
C  -0.52  -0.53  0.84
C  -1.40  -0.16  -0.40
O  3.52  1.73  -0.06
O  0.26  -1.57  0.59
S  -0.37  0.36  -1.86
H  -2.28  0.60  -0.14
H  -1.10  -0.71  1.71
H  0.00  0.40  1.25
H  -1.94  -1.10  -0.66
H  0.79  -1.27  -0.10
H  0.39  1.24  -1.13

---

Here is 11 unconnected molecules or ions with the total composition C45H96O21S7 in a non-equilibrium geometry from the OMol25 dataset. Energies are from ωB97M-V/def2-TZVPD.

LUMO energy, Eh: -0.0015
Energy, eV: -167060.473

Atoms and positions in Å:
C  3.23  -1.28  -3.79
C  2.19  -2.03  -4.60
O  1.39  -1.20  -5.44
S  -0.02  -1.82  -5.91
C  0.62  -2.96  -7.18
O  -0.56  -2.58  -4.81
O  -0.75  -0.78  -6.58
H  2.78  -0.98  -2.85
H  3.57  -0.38  -4.31
H  4.13  -1.88  -3.67
H  2.61  -2.85  -5.19
H  1.62  -2.68  -3.94
H  1.62  -2.75  -7.56
H  -0.18  -3.10  -7.89
H  0.81  -3.90  -6.65
C  0.62  -6.60  4.31
C  0.84  -5.50  3.28
O  2.13  -5.64  2.69
S  2.60  -4.52  1.62
C  3.48  -3.43  2.82
O  3.61  -5.04  0.76
O  1.47  -3.74  1.15
H  0.88  -7.56  3.85
H  -0.36  -6.83  4.72
H  1.33  -6.56  5.14
H  0.09  -5.69  2.51
H  0.72  -4.52  3.74
H  3.53  -2.46  2.33
H  4.38  -3.87  3.22
H  2.72  -3.25  3.59
C  -1.77  1.91  -4.77
C  -1.18  2.43  -6.05
O  -1.93  3.58  -6.41
S  -1.24  4.82  -7.18
C  -0.45  5.57  -5.73
O  -0.29  4.30  -8.13
O  -2.33  5.65  -7.61
H  -2.84  1.70  -4.91
H  -1.65  2.59  -3.92
H  -1.36  0.97  -4.39
H  -0.10  2.58  -5.97
H  -1.25  1.60  -6.76
H  -1.09  6.19  -5.10
H  0.36  6.19  -6.12
H  -0.12  4.80  -5.04
C  -2.89  -5.59  -3.79
C  -2.09  -4.81  -2.74
O  -1.80  -5.68  -1.65
S  -2.26  -5.25  -0.15
C  -4.05  -5.36  -0.34
O  -1.73  -6.24  0.77
O  -2.03  -3.85  0.10
H  -3.94  -5.71  -3.53
H  -2.33  -6.51  -3.98
H  -2.95  -4.99  -4.70
H  -1.18  -4.51  -3.26
H  -2.58  -3.88  -2.44
H  -4.47  -4.74  0.45
H  -4.40  -6.38  -0.20
H  -4.32  -5.06  -1.35
C  4.57  0.85  -0.94
C  4.16  2.23  -1.44
O  2.80  2.32  -1.92
S  2.47  3.36  -3.04
C  3.04  2.54  -4.54
O  1.03  3.53  -3.01
O  3.28  4.57  -3.01
H  4.22  0.02  -1.56
H  4.11  0.67  0.03
H  5.65  0.73  -0.86
H  4.13  2.84  -0.53
H  4.91  2.78  -2.00
H  4.09  2.27  -4.42
H  2.91  3.26  -5.34
H  2.50  1.62  -4.75
C  -3.82  -1.03  -3.70
C  -5.30  -0.81  -3.30
O  -5.22  0.44  -2.58
S  -6.60  1.24  -2.23
C  -7.25  0.22  -0.90
O  -6.14  2.50  -1.71
O  -7.53  1.21  -3.34
H  -3.51  -2.08  -3.79
H  -3.23  -0.65  -2.86
H  -3.49  -0.48  -4.57
H  -5.83  -0.69  -4.24
H  -5.67  -1.65  -2.72
H  -7.57  -0.70  -1.38
H  -8.09  0.79  -0.51
H  -6.43  -0.02  -0.23
C  -3.09  4.11  -1.83
C  -4.08  4.55  -0.78
O  -3.38  5.28  0.26
S  -4.37  5.97  1.34
C  -3.09  6.26  2.62
O  -4.85  7.17  0.73
O  -5.25  4.93  1.83
H  -2.92  4.80  -2.65
H  -3.42  3.16  -2.26
H  -2.10  3.92  -1.41
H  -4.95  5.04  -1.21
H  -4.46  3.64  -0.30
H  -3.15  5.28  3.08
H  -3.51  7.04  3.25
H  -2.12  6.47  2.19
C  -1.92  -3.68  4.20
C  -2.01  -3.53  5.57
C  -2.03  -2.27  6.14
C  -2.16  -1.15  5.32
C  -2.27  -1.32  3.96
C  -2.24  -2.58  3.38
H  -1.92  -4.64  3.70
H  -1.88  -4.44  6.15
H  -1.89  -2.11  7.21
H  -2.16  -0.18  5.79
H  -2.32  -0.45  3.31
H  -2.39  -2.72  2.31
C  -1.13  2.45  3.69
C  0.06  2.60  4.41
C  0.95  3.61  4.03
C  0.77  4.34  2.88
C  -0.38  4.18  2.14
C  -1.32  3.25  2.57
H  -1.86  1.79  4.13
H  0.43  2.08  5.28
H  1.87  3.75  4.59
H  1.48  5.13  2.63
H  -0.55  4.92  1.37
H  -2.26  3.13  2.04
C  1.12  -0.44  2.55
C  1.55  -0.33  1.10
C  0.52  -0.20  -0.02
C  -0.37  1.02  -0.17
C  -1.64  0.76  -0.96
C  -2.66  -0.17  -0.33
H  0.56  0.45  2.83
H  1.97  -0.60  3.21
H  0.51  -1.34  2.70
H  2.17  0.57  1.07
H  2.22  -1.18  0.93
H  -0.15  -1.07  0.04
H  0.95  -0.45  -1.00
H  -0.59  1.51  0.78
H  0.17  1.86  -0.62
H  -2.11  1.71  -1.22
H  -1.29  0.35  -1.91
H  -2.56  -1.23  -0.56
H  -2.56  -0.07  0.76
H  -3.73  0.08  -0.41
C  8.51  0.44  7.54
C  8.48  0.07  6.06
C  7.15  -0.53  5.59
C  6.19  0.60  5.14
C  4.82  0.11  4.71
C  3.67  1.14  4.81
H  7.79  1.21  7.81
H  9.48  0.88  7.78
H  8.39  -0.46  8.16
H  8.72  0.94  5.45
H  9.31  -0.64  5.92
H  6.69  -1.00  6.47
H  7.23  -1.32  4.84
H  6.12  1.22  6.04
H  6.71  1.13  4.34
H  4.85  -0.33  3.71
H  4.49  -0.64  5.43
H  3.98  2.15  4.55
H  2.76  0.88  4.28
H  3.48  1.27  5.88

---

Here is a gas-phase ion, C16H21N6O8 (charge -1) in a non-equilibrium geometry from the OMol25 dataset. Energies are from ωB97M-V/def2-TZVPD.

LUMO energy, Eh: 0.0821
Energy, eV: -42248.374
Charge: -1

Atoms and positions in Å:
C  -1.82  -3.42  4.02
C  -0.77  -2.41  3.55
C  -1.17  -1.86  2.21
C  -0.18  -0.98  1.49
C  0.25  0.37  1.95
C  1.44  0.26  2.96
O  1.40  0.34  4.14
O  2.57  -0.04  2.25
C  3.85  0.16  2.88
C  4.85  -0.46  1.94
C  -0.90  1.16  2.61
O  -0.89  1.80  3.65
O  -2.05  0.95  1.91
C  -3.16  1.67  2.50
C  -4.40  1.43  1.69
H  -1.52  -3.84  4.98
H  -2.81  -2.96  4.16
H  -1.93  -4.25  3.31
H  -0.71  -1.60  4.29
H  0.22  -2.88  3.44
H  -1.29  -2.69  1.49
H  -2.16  -1.38  2.22
H  0.76  -1.51  1.27
H  -0.65  -0.83  0.50
H  4.01  1.23  2.99
H  3.86  -0.31  3.87
H  5.87  -0.20  2.22
H  4.74  -1.55  1.97
H  4.65  -0.13  0.91
H  -3.28  1.34  3.53
H  -2.87  2.72  2.49
H  -5.18  2.06  2.11
H  -4.26  1.69  0.65
H  -4.73  0.39  1.76
O  -1.42  0.94  -4.19
N  -1.37  1.80  -3.30
O  -1.98  2.89  -3.39
C  -0.60  1.59  -2.09
C  -0.66  2.49  -1.02
C  0.05  2.25  0.16
N  0.26  3.24  1.14
O  -0.12  4.40  0.99
O  0.94  2.89  2.15
C  0.76  1.02  0.58
N  0.83  0.21  -0.72
N  1.59  -0.92  -0.85
N  1.45  -1.35  -2.08
N  0.68  -0.53  -2.78
C  0.28  0.46  -1.95
H  -1.27  3.39  -1.08
H  1.82  1.14  0.73

---

Here is a single CH4NP molecule in a non-equilibrium geometry from the OMol25 dataset. Energies are from ωB97M-V/def2-TZVPD.

LUMO energy (alpha / beta), Eh: -0.0446 / -0.0178
Energy, eV: -11876.729

Atoms and positions in Å:
H  -1.27  2.18  -1.49
P  -0.54  1.84  -0.21
N  -0.25  -0.11  -0.63
C  0.35  -0.78  0.38
H  0.59  -0.14  1.30
H  1.42  -1.28  0.07
H  -0.31  -1.71  0.58

---

Here is 2 unconnected molecules or ions with the total composition C6H12N2 from the OMol25 dataset. Energies are from ωB97M-V/def2-TZVPD.

LUMO energy, Eh: 0.0312
Energy, eV: -9396.639

Atoms and positions in Å:
C  3.11  -0.42  1.54
C  2.16  0.07  0.52
C  1.69  -0.59  -0.58
N  0.93  0.32  -1.29
C  1.04  1.51  -0.63
N  1.75  1.39  0.46
H  4.12  -0.51  1.12
H  2.86  -1.44  1.86
H  3.16  0.18  2.45
H  1.77  -1.62  -0.88
H  0.66  0.17  -2.24
H  0.59  2.43  -0.96
C  -2.22  -0.05  -0.26
C  -3.73  -0.29  -0.06
H  -1.90  -0.37  -1.25
H  -1.98  1.01  -0.22
H  -1.67  -0.62  0.48
H  -3.89  -1.15  0.59
H  -4.23  0.58  0.35
H  -4.23  -0.59  -0.99

---

Here is 2 unconnected molecules or ions with the total composition C4H15N2O2 in a non-equilibrium geometry from the OMol25 dataset. Energies are from ωB97M-V/def2-TZVPD.

LUMO energy, Eh: -0.1035
Energy, eV: -11460.830
Charge: +1

Atoms and positions in Å:
N  -1.74  -0.38  -0.14
C  -0.50  -0.91  0.47
C  0.46  0.27  0.65
C  0.06  1.24  1.78
O  0.48  0.88  -0.63
C  0.02  -1.98  -0.47
N  -1.02  -2.99  -0.64
H  -1.48  0.14  -1.00
H  -2.40  -1.15  -0.35
H  -2.22  0.30  0.44
H  -0.74  -1.35  1.44
H  1.46  -0.11  0.85
H  -1.00  1.19  2.03
H  0.62  0.96  2.66
H  0.35  2.25  1.51
H  0.77  1.81  -0.62
H  0.96  -2.35  -0.08
H  0.22  -1.54  -1.44
H  -1.03  -3.68  0.11
H  -0.96  -3.44  -1.54
H  2.83  2.76  -1.03
H  2.04  4.09  -1.08
O  1.99  3.17  -0.78

---

Here is 2 unconnected molecules or ions with the total composition C4H7O4S in a non-equilibrium geometry from the OMol25 dataset. Energies are from ωB97M-V/def2-TZVPD.

LUMO energy, Eh: 0.1334
Energy, eV: -23287.088
Charge: -1

Atoms and positions in Å:
C  2.08  -1.87  -0.46
C  1.10  -0.96  -0.31
C  0.39  1.27  0.23
C  1.54  0.46  -0.11
O  -2.06  -0.92  -0.50
O  -3.35  1.34  -0.02
O  -2.07  -0.09  1.82
O  2.72  0.82  -0.13
S  -2.90  -0.32  0.60
H  1.81  -3.00  -0.42
H  3.22  -1.60  -0.45
H  0.00  -1.07  -0.38
H  -0.21  1.40  -0.60
H  0.68  2.32  0.58
H  -0.26  0.73  0.89
H  -2.70  1.49  -0.72

---

Here is 6 unconnected molecules or ions with the total composition C2H17NO5 in a non-equilibrium geometry from the OMol25 dataset. Energies are from ωB97M-V/def2-TZVPD.

LUMO energy, Eh: 0.0187
Energy, eV: -14078.000

Atoms and positions in Å:
C  -0.98  0.20  2.91
C  -1.53  -0.93  2.03
N  -1.72  -0.50  0.64
H  -0.58  -0.11  3.89
H  -0.23  0.85  2.46
H  -1.79  0.88  3.15
H  -0.88  -1.80  2.12
H  -2.49  -1.20  2.45
H  -0.83  -0.41  0.15
H  -2.15  0.41  0.58
O  3.15  -0.78  -1.09
H  3.71  -0.05  -1.42
H  2.32  -0.64  -1.61
O  2.01  0.47  0.91
H  2.45  -0.08  0.19
H  1.91  -0.15  1.63
O  -0.55  1.93  -0.22
H  0.11  1.90  0.48
H  -0.30  2.68  -0.78
O  0.86  0.24  -2.23
H  0.43  0.62  -1.44
H  0.18  -0.19  -2.78
O  -1.76  -1.00  -2.31
H  -1.83  -1.25  -1.37
H  -2.33  -0.23  -2.30

---

Here is a single C5H13NO molecule in a non-equilibrium geometry from the OMol25 dataset. Energies are from ωB97M-V/def2-TZVPD.

LUMO energy, Eh: 0.0363
Energy, eV: -8932.401

Atoms and positions in Å:
C  2.34  -0.19  -0.58
C  1.12  0.72  -0.24
N  -0.01  0.04  0.28
C  0.20  -0.68  1.54
C  -1.28  0.73  0.15
C  -2.34  -0.12  -0.56
O  -1.77  -0.88  -1.59
H  2.06  -1.04  -1.21
H  2.74  -0.62  0.34
H  3.00  0.46  -1.13
H  0.91  1.12  -1.24
H  1.54  1.55  0.34
H  0.69  -1.63  1.33
H  0.93  -0.11  2.13
H  -0.76  -0.82  2.04
H  -1.57  1.09  1.14
H  -1.15  1.67  -0.41
H  -3.15  0.48  -0.96
H  -2.70  -0.85  0.19
H  -0.81  -0.92  -1.54

---

Here is a molecular structure, C2HCuFO in a non-equilibrium geometry from the OMol25 dataset. Energies are from ωB97M-V/def2-TZVPD.

LUMO energy (alpha / beta), Eh: 0.0018 / -0.1139
Energy, eV: -51490.831
Spin multiplicity: 2

Atoms and positions in Å:
H  1.12  -2.52  -0.05
O  1.59  -1.67  -0.05
C  -0.04  0.25  0.11
C  0.76  -0.68  0.13
Cu  -1.05  1.77  -0.14
F  -2.37  2.86  0.00